1.
{
  "formula": "C3H3NO2",
  "method": "ωB97M-V/def2-TZVPD",
  "multiplicity": 1,
  "homo_energy_ev": -11.416,
  "smiles": "N#CCOC=O",
  "mol_weight_g_mol": 85.06,
  "e_tot_ev": -8742.03034,
  "de_lowest_ev": 3.1008,
  "symbols": ["C", "C", "C", "H", "H", "H", "N", "O", "O"],
  "positions_angstrom": [[0.022, 0.522, -1.528], [0.282, 0.177, 0.648], [-0.361, -1.245, 1.227], [0.149, 0.297, -2.605], [-0.278, 1.007, 0.894], [1.201, 0.504, 1.296], [-0.825, -2.103, 1.949], [-1.006, 0.928, -1.206], [0.816, -0.087, -0.674]],
  "mulliken_charge": [0.116, -0.260, 0.220, 0.366, 0.352, 0.295, -0.386, -0.407, -0.295]
}

2.
{
  "formula": "C3H3NO2S",
  "method": "ωB97M-V/def2-TZVPD",
  "multiplicity": 1,
  "homo_energy_ev": -9.259,
  "smiles": "C1=CN=1.O=C=O.S",
  "mol_weight_g_mol": 117.13,
  "e_tot_ev": -19575.88050,
  "de_lowest_ev": 4.8958,
  "symbols": ["C", "C", "C", "N", "O", "O", "S", "H", "H", "H"],
  "positions_angstrom": [[1.645, -0.565, -0.128], [-0.849, 2.787, -1.540], [0.338, -1.030, -0.305], [0.717, 0.337, -0.288], [-0.335, 3.486, -0.807], [-1.355, 1.998, -2.184], [-1.253, -1.696, 2.100], [2.667, -0.544, 0.174], [-0.518, -1.734, 0.868], [-1.055, -3.040, 2.111]],
  "mulliken_charge": [0.073, 0.690, -0.328, -0.146, -0.340, -0.343, -0.353, 0.335, 0.261, 0.152]
}

3.
{
  "formula": "C3H3NO2S",
  "method": "ωB97M-V/def2-TZVPD",
  "multiplicity": 1,
  "homo_energy_ev": [-7.496, -7.482],
  "mol_weight_g_mol": 117.13,
  "e_tot_ev": -19574.40034,
  "de_lowest_ev": 6.3759,
  "symbols": ["C", "C", "C", "N", "O", "O", "S", "H", "H", "H"],
  "positions_angstrom": [[0.681, 0.922, 0.106], [-1.500, 0.373, -0.003], [-0.639, -0.836, 0.020], [0.615, -0.477, 0.077], [3.608, 0.419, -0.205], [-0.518, 1.405, 0.048], [3.000, -0.886, 0.033], [-2.093, 0.462, -0.919], [-2.167, 0.469, 0.861], [-0.987, -1.851, -0.018]],
  "mulliken_charge": [-0.187, -0.307, -0.135, -0.142, -0.321, -0.144, 0.297, 0.275, 0.271, 0.393]
}

4.
{
  "formula": "C3H3NO2S",
  "method": "ωB97M-V/def2-TZVPD",
  "multiplicity": 1,
  "homo_energy_ev": -11.005,
  "mol_weight_g_mol": 117.13,
  "e_tot_ev": -19577.28959,
  "de_lowest_ev": 3.4867,
  "symbols": ["C", "C", "C", "N", "O", "O", "S", "H", "H", "H"],
  "positions_angstrom": [[0.967, 0.444, -0.656], [1.048, -0.482, 0.281], [-0.508, 0.909, -0.887], [-1.392, 0.391, -0.161], [-1.275, -2.067, 0.475], [-0.937, -0.214, 2.062], [-0.734, -0.782, 0.793], [1.700, 1.112, -1.087], [1.698, -1.019, 0.816], [-0.568, 1.707, -1.635]],
  "mulliken_charge": [-0.348, -0.373, 0.121, -0.470, -0.567, -0.549, 1.037, 0.336, 0.474, 0.339]
}